DFT (the ωB97M-V functional and the def2-TZVPD basis) results for a structure of composition C34H68Br12F3GaIS.

Calculated values
total charge = -1
HOMO = -4.9 eV
max |F| = 0.167 hartree/bohr
energy = -35144.284111 Eh
LUMO level = 1.5 eV

The geometry in XYZ format:
```
120
C34H68Br12F3GaIS (the ωB97M-V functional and the def2-TZVPD basis)
C 2.665 1.590 1.112
C 4.034 2.226 0.464
C 3.817 2.897 -1.035
C 3.527 1.784 -2.213
C 2.004 1.177 -2.223
C 0.810 2.296 -2.103
C -0.666 1.561 -1.877
C -1.799 2.706 -1.464
C -3.316 2.010 -1.455
C -3.858 1.740 0.100
C -3.822 0.119 0.495
C -2.582 -0.214 1.563
C -1.687 -1.511 1.086
C -0.073 -1.230 0.986
C 0.687 -2.505 1.683
Ga 1.339 -3.951 0.314
C 2.893 -3.215 -0.832
C 2.458 -2.574 -2.275
C 2.968 -3.542 -3.536
I 2.561 -5.673 -3.235
C -0.189 -4.850 -0.748
S -1.112 -3.724 -1.926
C -2.825 -4.537 -2.163
C -3.989 -3.413 -1.791
C 2.180 -5.475 1.504
F 3.141 -6.213 0.616
F 1.057 -6.406 1.791
F 2.833 -4.920 2.719
H 1.677 2.018 0.636
H 2.623 1.795 2.272
H 2.689 0.426 0.849
H 4.909 1.449 0.384
H 4.397 3.086 1.171
H 3.037 3.794 -1.034
H 4.859 3.400 -1.312
H 3.782 2.303 -3.235
H 4.337 0.922 -2.072
H 1.892 0.497 -3.198
H 1.883 0.419 -1.313
H 0.745 2.984 -3.063
H 0.967 3.023 -1.171
H -0.968 0.954 -2.856
H -0.646 0.802 -0.961
H -1.731 3.644 -2.160
H -1.521 3.068 -0.377
H -3.208 1.018 -2.078
H -4.098 2.762 -1.949
H -3.171 2.325 0.847
H -4.984 2.072 0.244
H -3.696 -0.444 -0.534
H -4.877 -0.227 0.923
H -1.937 0.750 1.800
H -3.132 -0.507 2.579
H -1.909 -2.486 1.734
H -2.051 -1.775 -0.011
H 0.316 -0.945 -0.080
H 0.158 -0.286 1.679
H 0.082 -2.967 2.591
H 1.685 -2.068 2.172
H 3.726 -4.056 -0.900
H 3.401 -2.332 -0.209
H 3.092 -1.570 -2.397
H 1.336 -2.253 -2.363
H 2.594 -3.138 -4.577
H 4.153 -3.410 -3.552
H -0.989 -5.226 0.052
H 0.172 -5.822 -1.310
H -2.969 -5.482 -1.481
H -2.992 -4.902 -3.281
H -3.926 -3.145 -0.634
H -3.665 -2.426 -2.371
H -5.076 -3.755 -2.068
Br -2.295 -1.672 5.269
C -4.145 -2.291 5.279
C -4.236 -3.748 4.889
Br -4.029 -3.978 2.963
H -4.707 -1.628 4.615
H -4.488 -2.144 6.307
H -5.229 -4.147 5.117
H -3.479 -4.374 5.369
Br 4.349 3.676 3.841
C 5.227 5.365 3.414
C 6.706 5.168 3.177
Br 7.667 4.939 4.859
H 5.007 6.055 4.233
H 4.735 5.719 2.504
H 7.146 6.058 2.718
H 6.934 4.295 2.558
Br 2.225 6.328 7.668
C 1.834 7.475 6.139
C 1.487 6.657 4.917
Br 3.085 5.890 4.102
H 2.703 8.123 5.995
H 0.981 8.083 6.451
H 1.049 7.291 4.140
H 0.807 5.827 5.129
Br 1.025 6.228 -0.707
C 0.634 7.375 -2.236
C 0.287 6.557 -3.458
Br 1.885 5.790 -4.273
H 1.503 8.023 -2.380
H -0.219 7.983 -1.924
H -0.151 7.191 -4.235
H -0.393 5.727 -3.246
Br -2.498 1.676 -5.744
C -4.355 1.196 -6.102
C -4.976 0.492 -4.919
Br -4.378 -1.362 -4.806
H -4.358 0.594 -7.016
H -4.861 2.145 -6.296
H -6.062 0.433 -5.031
H -4.739 0.962 -3.961
Br -2.283 -7.451 1.175
C -2.222 -9.196 0.304
C -0.804 -9.704 0.195
Br 0.161 -8.804 -1.242
H -2.720 -9.087 -0.664
H -2.819 -9.853 0.942
H -0.793 -10.763 -0.076
H -0.220 -9.561 1.109
```

DFT (the ωB97M-V functional and the def2-TZVPD basis) results for the molecule C13H15N3O2.

Calculated values
total charge = 0
HOMO = -11.1 eV
max |F| = 0.085 hartree/bohr
energy = -819.038017 Eh
LUMO level = 0.3 eV
SMILES = CCOC(=O)[C@]1(C#N)C(C#N)(C#N)C1(CC)CC

The geometry in XYZ format:
```
33
C13H15N3O2 (the ωB97M-V functional and the def2-TZVPD basis)
C 2.660 -3.774 1.979
C 1.316 -3.097 1.744
O 1.551 -1.880 1.045
C 0.415 -1.168 0.745
O -0.725 -1.455 1.195
C 0.537 0.046 -0.247
C 0.491 -0.488 -1.629
N 0.467 -0.959 -2.697
C 1.486 1.205 0.070
C 2.159 1.174 1.346
N 2.590 1.119 2.433
C 2.228 1.821 -1.077
N 2.800 2.407 -1.909
C -0.029 1.485 0.032
C -0.765 1.747 1.377
C -0.506 3.089 2.038
C -0.681 2.160 -1.187
C -0.839 3.703 -1.073
H 2.538 -4.722 2.521
H 3.319 -3.104 2.542
H 3.182 -3.960 1.041
H 0.662 -3.760 1.172
H 0.754 -2.935 2.674
H -1.844 1.663 1.190
H -0.493 0.966 2.119
H -0.430 2.963 3.109
H 0.440 3.512 1.667
H -1.366 3.737 1.861
H -1.652 1.704 -1.319
H -0.115 2.003 -2.109
H -1.624 4.007 -0.361
H -1.145 4.079 -2.044
H 0.083 4.177 -0.786
```